(1)
122
Properties=species:S:1:pos:R:3 method="wB97M-V/def2-TZVPD" smiles="O=[N+]([O-])c1ccccc1.O=[N+]([O-])c1ccccc1.O=[N+]([O-])c1ccccc1.O=[N+]([O-])c1ccccc1.O=[N+]([O-])c1ccccc1.C[C@H]1COC(=O)O1.C[C@H]1COC(=O)O1.C[C@H]1COC(=O)O1.C[C@H]1COC(=O)O1" homo_lumo_gap_ev=8.95 multiplicity=1 e_homo_ev=-9.798 total_energy_ha=-3710.861666
C -5.1367 1.4150 5.6928
C -5.5556 0.8043 4.4880
C -5.2599 1.4080 3.2744
C -4.6398 2.6632 3.3501
C -4.3376 3.3397 4.5584
C -4.5472 2.6777 5.7419
N -4.2095 3.3220 2.0966
O -4.2296 2.6227 1.1492
O -3.7962 4.4503 2.1569
H -5.2581 0.9921 6.6406
H -6.0148 -0.1465 4.5781
H -5.3844 1.0818 2.3093
H -3.9339 4.2929 4.5090
H -4.2874 3.1432 6.6145
C 2.9066 -0.8402 -3.8530
C 3.4759 -1.6404 -2.8306
C 2.7455 -2.3874 -2.0184
C 1.3789 -2.4472 -2.2565
C 0.7831 -1.7706 -3.2648
C 1.4978 -0.8058 -3.9794
N 0.6038 -3.3922 -1.4964
O 1.1657 -4.1317 -0.6995
O -0.5615 -3.4595 -1.8282
H 3.6019 -0.0911 -4.2968
H 4.5008 -1.5352 -2.7092
H 3.1403 -3.0182 -1.2044
H -0.2367 -2.0047 -3.5269
H 1.0276 -0.0724 -4.6395
C -0.9669 0.1605 0.4524
C -1.2105 1.2404 -0.3357
C -0.2331 1.9120 -0.9927
C 1.0436 1.4265 -0.7832
C 1.3790 0.4151 0.0799
C 0.3551 -0.2449 0.6900
N 2.0963 2.1911 -1.5356
O 1.7764 3.0017 -2.3678
O 3.2180 1.8979 -1.2164
H -1.7369 -0.3081 0.9691
H -2.2411 1.5979 -0.4488
H -0.3562 2.7760 -1.6102
H 2.5150 0.1764 0.2475
H 0.5238 -1.0653 1.3564
C 2.8424 0.5177 3.5988
C 3.3360 1.6112 2.9315
C 4.2739 1.4138 1.9534
C 4.5829 0.0929 1.5574
C 4.0921 -1.0691 2.1405
C 3.2096 -0.8001 3.2273
N 5.6401 -0.1844 0.6141
O 5.5317 -1.1575 -0.1583
O 6.5674 0.5969 0.6340
H 2.1871 0.6350 4.4940
H 2.9214 2.5751 3.1548
H 4.8157 2.2716 1.5258
H 4.2604 -2.0600 1.7776
H 2.7366 -1.6199 3.7553
C 0.5580 3.9204 -6.2125
C -0.1167 4.4506 -5.1168
C -1.0368 3.6176 -4.4481
C -1.3082 2.3792 -4.9301
C -0.7807 1.9141 -6.1204
C 0.1846 2.7007 -6.7535
N -2.1760 1.5361 -4.1447
O -2.5550 0.5316 -4.6918
O -2.4513 1.9273 -3.0188
H 1.3958 4.4960 -6.6793
H 0.1763 5.3568 -4.6861
H -1.5109 3.9609 -3.5220
H -0.9148 0.8854 -6.4840
H 0.4827 2.3109 -7.7100
C -4.5605 -1.4808 -1.8817
C -3.4124 -2.4820 -1.8778
C -3.9511 -3.8377 -1.5196
O -3.3247 -4.8155 -2.3369
C -2.8374 -4.1106 -3.3945
O -2.4237 -4.6047 -4.3818
O -2.9296 -2.7024 -3.1998
H -4.0490 -0.6188 -2.4268
H -4.7171 -1.2037 -0.8324
H -5.4073 -1.8403 -2.4615
H -2.5521 -2.1647 -1.2399
H -5.0016 -3.8782 -1.6604
H -3.6941 -4.1059 -0.4305
C -2.6717 -1.7308 4.9873
C -1.6325 -0.7211 5.4575
C -0.8020 -0.1140 4.3916
O -0.4173 1.1337 5.0885
C -1.3640 1.3731 6.0680
O -1.4043 2.3583 6.7099
O -2.2364 0.3625 6.1215
H -3.2409 -1.2450 4.1608
H -3.4526 -2.1405 5.6774
H -2.2164 -2.6203 4.5287
H -1.0037 -1.2260 6.1845
H -1.3814 0.0635 3.4583
H 0.0642 -0.6240 4.0440
C 7.1977 3.5470 -2.0356
C 6.0661 4.5743 -2.0197
C 4.9451 4.2883 -3.0120
O 3.8762 5.0183 -2.3330
C 4.1069 4.9837 -1.0016
O 3.2837 5.2669 -0.1770
O 5.3969 4.5586 -0.7842
H 8.0047 3.9695 -1.4471
H 7.4952 3.3664 -3.0486
H 6.8752 2.5950 -1.5484
H 6.4572 5.5844 -2.1347
H 4.5857 3.1926 -2.9837
H 5.0675 4.6618 -3.9799
C -0.8629 -7.3345 1.9275
C -0.6786 -5.9934 1.1378
C -1.9696 -5.4278 0.4696
O -2.1739 -4.1080 1.0381
C -1.1363 -3.9030 1.8686
O -0.9792 -2.9034 2.5172
O -0.3393 -4.9533 1.9384
H -1.0124 -8.0940 1.1154
H -1.6632 -7.3744 2.6838
H 0.1299 -7.4897 2.4687
H 0.1209 -6.1254 0.4218
H -2.8608 -6.0268 0.5717
H -1.8592 -5.3553 -0.6366



(2)
112
Properties=species:S:1:pos:R:3 method="wB97M-V/def2-TZVPD" homo_lumo_gap_ev="2.75 / 1.16" multiplicity=5 charge=+1 e_homo_ev="-6.853 / -9.175" total_energy_ha=-6337.263509 s2=6.084
Pt -17.0338 -15.3894 6.1804
C -16.3155 -15.5823 10.2005
Si -18.0358 -15.0445 9.6431
C -18.2549 -13.1734 10.2413
C -19.1593 -16.1503 10.5812
N -18.5079 -15.1124 7.8795
C -19.7816 -14.8202 7.5488
C -20.7468 -14.5281 8.5687
C -22.0561 -14.3486 8.3645
C -22.6584 -14.4437 7.0943
C -21.7758 -14.5608 6.0243
C -20.4128 -14.7460 6.2283
O -19.6008 -14.9408 5.1710
C -20.0979 -14.5652 3.9008
C -20.4215 -15.5713 3.0421
C -20.7433 -15.2872 1.7089
C -20.7869 -13.9503 1.3181
C -20.5364 -12.8990 2.2415
C -20.1161 -13.2594 3.5587
H -16.4630 -15.5664 11.2693
H -15.5199 -14.8352 10.1228
H -15.8716 -16.5182 9.8858
H -19.2020 -12.6322 10.0917
H -17.4449 -12.5981 9.7795
H -17.9734 -13.2642 11.2957
H -18.6055 -16.6689 11.3554
H -19.5242 -16.9574 9.8169
H -20.0580 -15.6666 10.9632
H -20.5837 -14.3504 9.5856
H -22.7275 -14.2518 9.2270
H -23.6711 -14.6878 6.8951
H -22.1953 -14.6468 5.0543
H -20.4278 -16.6037 3.4138
H -21.0129 -16.0767 1.0319
H -21.0627 -13.7136 0.2774
H -20.6332 -11.8608 1.9217
H -19.9185 -12.4862 4.2548
C -14.0916 -14.4969 4.6188
P -15.4317 -15.7140 4.5103
C -14.9078 -17.4728 4.4860
N -13.8155 -17.8300 3.8032
C -13.7510 -19.1240 3.5119
C -12.6643 -19.5905 2.6606
C -12.5556 -20.9113 2.2031
C -13.3357 -21.8937 2.8646
C -14.4202 -21.4475 3.7142
C -14.6502 -20.0872 4.0623
N -15.5097 -19.6591 5.0155
C -15.7390 -18.3795 5.1419
P -17.0086 -17.7563 6.3573
C -16.4275 -18.2904 7.9610
C -18.5336 -18.7546 6.1455
C -19.8888 -18.2333 6.6263
C -18.6716 -19.1661 4.6059
C -18.2243 -20.1307 6.8411
C -16.0071 -15.3246 2.7610
C -17.1223 -16.3028 2.3131
C -14.7470 -15.4133 1.7732
C -16.6150 -13.9013 2.6383
H -13.6545 -14.4366 5.6417
H -14.4532 -13.5808 4.1943
H -13.3813 -14.9393 3.8731
H -12.0797 -18.7503 2.3064
H -11.8739 -21.3206 1.4882
H -13.2239 -22.9283 2.8031
H -14.9753 -22.2885 4.0928
H -16.2175 -19.3922 7.8073
H -17.2240 -18.1752 8.7304
H -15.4743 -17.8547 8.2964
H -20.2304 -17.3283 6.1097
H -19.8611 -17.9307 7.7039
H -20.6332 -19.0028 6.5256
H -19.1317 -18.4345 3.9369
H -19.2412 -20.1215 4.6056
H -17.6443 -19.3390 4.2237
H -18.3715 -20.0700 7.9296
H -17.2322 -20.4795 6.5538
H -18.9745 -20.7519 6.4429
H -17.1696 -17.2982 2.7394
H -16.9533 -16.5540 1.2817
H -18.0928 -15.8185 2.3616
H -14.3498 -16.4293 1.7870
H -13.9060 -14.7254 2.0973
H -15.1158 -15.2080 0.7705
H -17.4191 -13.6568 3.3312
H -16.9623 -13.7753 1.6234
H -15.8279 -13.1973 2.7613
F -16.1915 -12.9434 7.9646
C -15.2165 -13.7413 7.9874
C -15.3308 -15.0115 7.4206
C -14.1587 -15.6818 7.6372
F -14.0054 -16.9614 7.0257
C -13.0728 -15.2138 8.2202
F -11.9621 -15.9949 8.2112
C -13.1131 -14.0330 8.8303
F -12.0097 -13.5504 9.5569
C -14.1903 -13.2331 8.7167
F -14.2374 -12.0579 9.4066
Br -17.0728 -6.6146 3.6916
C -17.1043 -8.2416 4.6600
C -16.1263 -9.1593 4.2970
C -16.3485 -10.4770 4.7359
C -17.4358 -10.8564 5.4975
C -18.3637 -9.8305 5.9074
C -18.1919 -8.5293 5.5101
C -17.7790 -12.2737 5.8513
O -18.8678 -12.5554 6.3393
O -16.9323 -13.1959 5.4397
H -15.2645 -8.8382 3.6890
H -15.5852 -11.2201 4.5226
H -19.1237 -10.1718 6.5354
H -18.8903 -7.7496 5.7455



(3)
109
Properties=species:S:1:pos:R:3 method="wB97M-V/def2-TZVPD" homo_lumo_gap_ev="6.88 / 6.89" multiplicity=1 charge=+4 e_homo_ev="-17.120 / -17.093" total_energy_ha=-3520.387257
Ru -1.4971 0.3173 0.1041
C 0.3032 -1.2970 3.1604
P -1.1412 -0.5202 2.3421
C -1.4374 0.9210 3.4220
C -2.4898 -1.7144 2.6902
C -3.2194 -1.5905 3.8695
C -4.2792 -2.4338 4.1558
C -4.6432 -3.4181 3.2504
C -3.9263 -3.5652 2.0758
C -2.8456 -2.7282 1.7858
P -2.1351 -3.0718 0.1397
C -3.1831 -2.3905 -1.1734
C -1.9171 -4.8326 -0.1973
H 0.0749 -1.4127 4.2210
H 1.1623 -0.6350 3.0504
H 0.5372 -2.2736 2.7409
H -1.3363 0.6596 4.4747
H -2.4239 1.3420 3.2202
H -0.6775 1.6688 3.1791
H -2.9664 -0.8179 4.5785
H -4.8233 -2.3183 5.0806
H -5.4826 -4.0634 3.4566
H -4.2164 -4.3390 1.3805
H -4.2004 -2.7666 -1.0891
H -2.7713 -2.6882 -2.1405
H -3.1866 -1.2910 -1.1145
H -2.8816 -5.2673 -0.4508
H -1.4918 -5.3651 0.6526
H -1.2517 -4.9346 -1.0539
O 0.4059 2.3537 0.5223
N -0.8819 2.5470 0.0316
C -1.3623 3.7229 0.1652
C -2.7108 4.1147 -0.1559
C -2.9599 5.4890 -0.2938
C -4.2287 5.9652 -0.5554
C -5.2944 5.0804 -0.6241
C -5.0716 3.7196 -0.4856
C -3.7901 3.2177 -0.2803
P -3.6589 1.3894 -0.2440
C -4.8634 0.9209 1.0387
C -4.9209 1.6939 2.2020
C -5.8443 1.3964 3.1846
C -6.7248 0.3357 3.0136
C -6.6651 -0.4415 1.8646
C -5.7079 -0.1821 0.8991
C -4.3500 0.9764 -1.8757
C -3.4136 0.7782 -2.8947
C -3.8370 0.5728 -4.1937
C -5.1957 0.5631 -4.4814
C -6.1259 0.7384 -3.4681
C -5.7122 0.9433 -2.1639
H 0.7937 1.6580 -0.0570
H -0.7063 4.5041 0.5543
H -2.1361 6.1817 -0.2157
H -4.3922 7.0212 -0.6944
H -6.2975 5.4440 -0.7843
H -5.9109 3.0424 -0.5245
H -4.2739 2.5539 2.3111
H -5.8886 2.0075 4.0725
H -7.4593 0.1302 3.7764
H -7.3681 -1.2465 1.7196
H -5.6460 -0.7975 0.0121
H -2.3474 0.7920 -2.6402
H -3.1231 0.4265 -4.9890
H -5.5319 0.4200 -5.4967
H -7.1822 0.7256 -3.6913
H -6.4442 1.0716 -1.3798
F 4.7411 2.9781 -0.9438
C 4.6143 1.6425 -0.8971
C 3.3364 1.1518 -0.9030
C 3.0693 -0.2217 -0.7978
C 1.7134 -0.7339 -0.6999
O 0.7137 0.0130 -0.8199
C 1.6359 -2.1416 -0.3838
C 2.7831 -2.9232 -0.4221
N 3.9912 -2.4505 -0.6845
C 5.0988 -3.3731 -0.7980
C 5.8801 -3.4397 -2.0827
C 4.9626 -4.5593 -1.7061
C 4.1908 -1.0809 -0.7724
C 5.4815 -0.5630 -0.8027
C 5.7642 0.8094 -0.8136
N 7.0439 1.2888 -0.7701
C 8.1694 0.5195 -0.2824
C 9.3579 0.5909 -1.2517
N 9.5433 1.9869 -1.7539
C 8.8596 2.9653 -0.8752
C 7.3525 2.7135 -0.9053
C 0.4385 -2.7929 0.1073
O 0.4058 -3.7646 0.8180
O -0.7861 -2.2258 -0.2420
H 2.5265 1.8605 -0.9699
H 2.6992 -3.9889 -0.2521
H 5.6348 -3.4958 0.1376
H 6.9451 -3.6048 -2.0235
H 5.5775 -2.8060 -2.9025
H 5.3808 -5.4995 -1.3866
H 4.0517 -4.6589 -2.2741
H 6.2869 -1.2733 -0.8032
H 7.9087 -0.5262 -0.1499
H 8.4650 0.8910 0.7059
H 9.2024 -0.0733 -2.1032
H 10.2572 0.2654 -0.7245
H 9.1559 2.0705 -2.7022
H 10.5441 2.2082 -1.8228
H 9.0598 3.9818 -1.2201
H 9.2704 2.8704 0.1316
H 6.9367 3.0787 -1.8505
H 6.9066 3.3055 -0.0980



(4)
108
Properties=species:S:1:pos:R:3 method="wB97M-V/def2-TZVPD" homo_lumo_gap_ev="5.95 / 6.74" multiplicity=2 e_homo_ev="-5.921 / -6.713" relative_energy_kj_mol=82.70 total_energy_ha=-2765.154483 s2=0.777
Ir 0.4566 -0.2938 0.0140
C 2.7063 0.3016 -3.4413
C 3.6958 1.0036 -2.4992
C 3.2846 1.0587 -1.0075
N 2.5461 -0.1213 -0.5836
C 3.1767 -1.2841 -0.6456
C 4.5840 -1.3860 -0.7917
C 5.3985 -2.4593 -1.0843
C 5.0771 -3.7833 -1.3559
C 3.8181 -4.3408 -1.2316
C 2.6397 -3.7817 -0.7690
C 2.3293 -2.4635 -0.3794
N 1.2105 -2.1469 0.2488
C 0.4675 -3.1299 1.0273
C -0.8890 -3.5098 0.4470
C -1.8204 -2.2928 0.5300
N -1.3486 -1.2798 -0.3929
C -1.7524 -1.3083 -1.6451
C -2.6150 -2.3228 -2.1512
C -3.3452 -2.3832 -3.3159
C -3.4986 -1.4451 -4.3320
C -2.8060 -0.2538 -4.4254
C -1.7705 0.2500 -3.6528
C -1.1427 -0.2615 -2.4935
N -0.0454 0.2550 -1.9613
C 0.5686 1.4097 -2.6059
C 1.4651 1.1096 -3.8055
H 3.2359 0.0298 -4.3568
H 2.3826 -0.6370 -2.9874
H 4.6449 0.4732 -2.5808
H 3.8813 2.0304 -2.8273
H 4.1765 1.2324 -0.3935
H 2.6534 1.9140 -0.8244
H 5.1102 -0.4547 -0.6327
H 6.4555 -2.2172 -1.1286
H 5.8815 -4.4357 -1.6695
H 3.7383 -5.3866 -1.5098
H 1.7984 -4.4618 -0.7328
H 1.1056 -3.9976 1.1951
H 0.2908 -2.6745 2.0044
H -0.7747 -3.8256 -0.5942
H -1.3104 -4.3443 1.0106
H -2.8625 -2.5586 0.3432
H -1.7695 -1.8671 1.5314
H -2.7212 -3.1858 -1.5117
H -3.9195 -3.2965 -3.4341
H -4.2075 -1.6723 -5.1170
H -3.0721 0.3743 -5.2698
H -1.3576 1.1749 -4.0274
H -0.2043 2.1302 -2.8925
H 1.1631 1.9222 -1.8577
H 0.8864 0.5739 -4.5624
H 1.7613 2.0675 -4.2445
C -2.6213 3.4760 -0.7919
Si -2.2699 2.2628 0.5766
C -3.3658 0.7842 0.4522
C -2.2899 3.0984 2.2407
C -3.1696 4.1451 2.5267
C -3.1477 4.7779 3.7612
C -2.2373 4.3752 4.7279
C -1.3529 3.3401 4.4598
C -1.3775 2.7067 3.2258
H -3.5897 3.9576 -0.6418
H -2.6538 2.9656 -1.7575
H -1.8655 4.2625 -0.8397
H -4.3758 1.1025 0.7258
H -3.0604 -0.0122 1.1316
H -3.3984 0.3950 -0.5656
H -3.8857 4.4752 1.7820
H -3.8330 5.5905 3.9655
H -2.2122 4.8746 5.6880
H -0.6372 3.0263 5.2101
H -0.6844 1.8947 3.0298
N 2.6742 5.0681 -0.2931
C 2.0234 4.2537 0.1978
N 1.2947 3.3450 0.8086
C 0.3669 2.6024 0.5569
N -0.5257 1.8037 0.3942
C -5.4569 -0.2653 2.5672
O -4.1310 -0.2899 3.0536
C -3.5765 -1.5130 3.3253
C -4.1848 -2.7289 3.0824
C -3.5382 -3.9152 3.4355
C -2.2949 -3.8648 4.0349
C -1.6784 -2.6424 4.2818
C -2.3038 -1.4527 3.9299
N -1.7845 -0.2045 4.2219
C -0.5854 0.0135 4.8790
C 0.7201 -0.3899 4.4671
C 1.6586 -0.5707 5.5097
C 2.9892 -0.8396 5.2867
C 3.4455 -0.8750 3.9727
C 2.5626 -0.6670 2.9274
C 1.1886 -0.4768 3.1157
O 0.3408 -0.2011 2.1215
H -6.1516 -0.6898 3.2976
H -5.5462 -0.8135 1.6257
H -5.6977 0.7814 2.3985
H -5.1641 -2.7696 2.6275
H -4.0236 -4.8635 3.2485
H -1.7970 -4.7786 4.3323
H -0.7149 -2.6006 4.7720
H -2.4767 0.5277 4.2509
H -0.6665 0.5271 5.8324
H 1.2915 -0.4936 6.5269
H 3.6647 -0.9983 6.1168
H 4.4950 -1.0348 3.7570
H 2.9371 -0.6007 1.9261